(1)
96
Properties=species:S:1:pos:R:3:forces:R:3 method="wB97M-V/def2-TZVPD" total_energy_ev=-93023.9444 multiplicity=2 charge=+1 homo_lumo_gap_ev="4.80 / 4.44" s_squared=0.76 homo_ev="-9.46 / -9.46" lumo_ev="-4.65 / -5.01"
Ir 0.02360 -0.23368 0.05989 1.97 -3.19 1.31
C -0.52721 -2.27948 3.94276 0.18 0.25 0.01
C -0.69611 -1.58349 2.63785 0.97 1.00 0.14
N 0.09083 -0.63589 2.22082 0.19 0.03 -1.21
O 1.18815 -0.34391 3.02108 -0.72 -0.07 -0.30
C -1.77858 -1.91411 1.75049 -0.35 -0.51 -0.69
C -3.00368 -2.63875 2.20878 0.19 -0.04 -0.33
N -1.61657 -1.57042 0.50411 0.29 3.00 -1.22
O -2.48972 -1.71295 -0.40910 0.08 -0.47 0.04
H 0.44259 -2.04345 4.37036 -0.05 -0.05 0.05
H -0.61822 -3.35394 3.80383 -0.03 -0.06 -0.04
H -1.30559 -1.96106 4.63567 -0.06 0.00 0.05
H 1.69367 0.31640 2.51840 -0.03 -0.19 -0.12
H -2.74722 -3.63735 2.55477 -0.04 -0.13 0.05
H -3.69306 -2.71970 1.37194 -0.03 -0.01 0.07
H -3.48347 -2.10778 3.02694 -0.03 0.09 0.09
Cl 2.15104 5.12132 -4.42419 0.09 0.16 -0.11
C 1.27415 4.11666 -3.33660 0.21 -0.69 -0.17
C 0.35930 4.68929 -2.44294 -0.01 -0.36 0.06
C -0.32473 3.90274 -1.55270 -0.20 -0.17 0.08
C -0.14823 2.50018 -1.51661 0.67 0.07 -0.75
O -0.78492 1.79671 -0.63933 -0.77 -1.38 1.68
C 0.73198 1.92322 -2.49614 -0.29 -0.39 0.96
C 0.84651 0.50949 -2.62425 0.34 1.07 -0.41
O 0.09635 -0.33735 -2.08521 0.32 -0.60 1.24
C 1.46398 2.75437 -3.35644 0.17 0.65 -0.24
H 0.20852 5.75587 -2.45696 -0.02 0.17 0.02
H -1.02603 4.34249 -0.86009 -0.02 0.02 0.11
H 1.64577 0.14288 -3.28466 -0.34 -0.09 -0.24
H 2.16603 2.31318 -4.05035 0.03 0.01 -0.08
F -7.38870 1.30265 2.05054 0.10 -0.03 -0.11
C -6.40277 1.10333 1.16353 0.12 0.00 -0.06
C -5.29912 1.93976 1.19231 -0.17 -0.01 0.11
C -4.28128 1.72432 0.27997 0.09 0.01 -0.02
C -4.38905 0.69929 -0.64779 0.94 -0.13 -0.52
C -5.48725 -0.14230 -0.65053 -0.03 -0.08 -0.03
C -6.51114 0.06092 0.25807 -0.13 0.10 0.12
Sb -2.76749 0.37144 -2.03302 -1.57 0.00 -0.46
C -3.08343 2.06858 -3.37459 0.34 -0.75 0.65
C -3.85789 3.15424 -2.99687 -0.09 -0.02 0.14
C -4.12050 4.16926 -3.89968 0.03 0.11 -0.13
C -3.57506 4.08756 -5.16927 0.02 -0.11 0.07
F -3.83426 5.06115 -6.05173 0.05 -0.10 0.09
C -2.77586 3.02406 -5.55537 -0.05 0.16 -0.14
C -2.52860 2.01473 -4.64360 0.12 -0.10 -0.07
C -3.39400 -1.25073 -3.32444 0.45 0.74 0.66
C -2.60773 -2.38864 -3.38609 0.05 -0.11 0.04
C -3.01024 -3.46168 -4.16187 -0.10 -0.08 -0.15
C -4.20011 -3.36391 -4.86377 0.06 0.11 0.06
F -4.60497 -4.40527 -5.60645 0.06 0.16 0.10
C -4.98181 -2.22130 -4.82769 -0.07 -0.19 -0.12
C -4.56696 -1.15171 -4.05192 -0.10 0.04 -0.07
H -5.24715 2.73533 1.91876 -0.02 0.06 0.09
H -3.39167 2.34066 0.29830 0.00 0.12 0.06
H -5.54010 -0.95975 -1.35430 -0.10 -0.11 -0.04
H -7.38571 -0.56955 0.27038 -0.10 -0.07 0.03
H -4.28717 3.20019 -2.00607 -0.07 0.05 0.05
H -4.74302 5.00868 -3.63397 -0.06 0.11 0.00
H -2.37452 2.99027 -6.55578 0.05 0.03 -0.10
H -1.91380 1.17102 -4.93416 0.00 -0.01 -0.09
H -1.68973 -2.44275 -2.81866 0.03 -0.09 0.03
H -2.42314 -4.36372 -4.22797 0.05 -0.10 -0.01
H -5.89682 -2.18256 -5.39869 -0.07 0.00 -0.05
H -5.16569 -0.25193 -4.01834 -0.08 0.07 -0.03
C 6.25169 -0.58954 6.56814 -0.01 -0.01 0.01
C 5.92095 0.26091 5.38214 0.09 0.39 -0.12
C 6.07871 1.64004 5.46125 -0.05 0.02 -0.08
C 5.72348 2.46498 4.40223 -0.05 -0.15 0.28
C 5.22244 1.90760 3.25007 0.11 -0.46 -0.09
C 5.10060 0.51502 3.12673 0.57 0.53 1.06
N 4.58981 0.04350 1.93188 -1.10 0.21 -0.73
C 4.93890 -1.08657 1.25414 0.27 -0.15 -0.42
C 6.22880 -1.63565 1.36655 -0.21 0.06 -0.16
C 6.57133 -2.76281 0.65318 -0.23 0.12 0.04
C 5.64484 -3.37151 -0.18745 -0.32 -0.13 -0.21
C 4.37077 -2.84306 -0.31074 0.40 -0.24 0.03
C 4.00628 -1.69958 0.38779 -0.26 0.21 0.13
C 2.61374 -1.19461 0.25007 1.80 0.56 0.67
O 1.70574 -1.97661 -0.07898 -3.08 0.48 -0.09
O 2.35567 0.02928 0.50223 -0.93 0.89 -0.76
C 5.42635 -0.32567 4.21204 -0.27 0.45 -0.35
C 5.18593 -1.80374 4.18396 -0.05 -0.02 0.05
H 6.71883 0.00333 7.34823 0.06 0.02 0.07
H 6.92101 -1.40321 6.29641 0.07 -0.10 0.05
H 5.34444 -1.03095 6.97926 -0.03 -0.10 0.10
H 6.46308 2.07985 6.36972 0.07 0.00 0.09
H 5.84115 3.53434 4.48229 0.00 0.11 0.02
H 4.95080 2.52764 2.40999 0.00 0.09 -0.16
H 3.81905 0.55669 1.49391 0.64 -0.21 0.42
H 6.95460 -1.13777 1.99094 0.02 0.04 0.11
H 7.56659 -3.17225 0.74388 0.08 0.00 -0.01
H 5.91938 -4.25215 -0.74522 0.01 -0.10 -0.06
H 3.63079 -3.30673 -0.94370 -0.01 -0.12 -0.12
H 4.50613 -2.09347 3.38826 -0.01 -0.06 0.03
H 4.75939 -2.12991 5.12989 -0.03 -0.05 0.07
H 6.12266 -2.34616 4.04636 -0.01 -0.15 -0.05

(2)
91
Properties=species:S:1:pos:R:3:forces:R:3 method="wB97M-V/def2-TZVPD" total_energy_ev=-97705.1273 multiplicity=5 charge=+3 homo_lumo_gap_ev="6.66 / 5.48" s_squared=6.04 homo_ev="-15.37 / -16.38" lumo_ev="-8.72 / -10.90"
Pt 0.31579 -1.25256 -0.07433 -0.36 0.16 -0.02
C 4.28975 -3.22975 1.00768 -0.07 0.08 -0.03
C 3.14411 -2.31195 0.76545 0.14 0.43 0.05
N 1.98856 -2.70761 0.26230 0.56 -0.80 0.06
N 1.98694 -3.99293 -0.10244 0.07 0.60 -0.01
C 0.73548 -4.48177 -0.34420 -0.61 -0.34 -0.02
N 0.67903 -5.66848 -0.92390 0.22 0.17 0.09
S -0.63992 -3.70587 0.24328 -0.01 0.03 -0.04
C 3.22569 -0.88369 1.09149 -0.08 -0.38 -0.10
C 4.40836 -0.30881 1.51288 0.15 0.21 0.12
C 4.41948 1.04614 1.83443 0.13 -0.06 0.02
C 3.24336 1.75823 1.74754 -0.08 0.08 0.03
C 2.09094 1.11025 1.30471 0.08 -0.16 0.01
N 2.08697 -0.17190 0.96610 0.07 0.27 -0.04
H 3.95120 -4.24662 1.16788 0.01 -0.03 0.00
H 4.94248 -3.23579 0.12721 -0.02 0.02 0.01
H 4.87931 -2.90257 1.86087 -0.03 -0.02 -0.03
H 1.52932 -6.17970 -1.12045 0.00 -0.01 0.00
H -0.20881 -6.11043 -1.11107 -0.02 0.00 -0.02
H 5.31034 -0.89791 1.59448 -0.01 0.05 0.00
H 5.33444 1.52105 2.16407 -0.02 -0.01 -0.01
H 3.19861 2.80571 2.01991 -0.01 -0.05 -0.03
H 1.14870 1.63630 1.23316 0.05 -0.01 -0.01
O -2.44845 -2.90007 -1.83767 0.12 0.66 0.10
S -1.84771 -1.57995 -1.57571 -0.24 -0.74 0.08
C -3.02968 -0.52441 -0.77542 -0.21 0.01 -0.04
C -4.21845 -0.30400 -1.46415 0.06 0.05 0.10
C -5.20763 0.46263 -0.87154 -0.06 0.04 0.01
C -5.00639 0.99810 0.39535 0.02 -0.01 -0.01
C -3.82388 0.75671 1.08119 0.01 0.04 -0.03
C -2.81245 -0.01948 0.50920 -0.15 -0.01 -0.02
P -1.33770 -0.42332 1.47884 0.01 -0.12 0.04
C -0.92316 1.03029 2.44912 0.00 0.05 0.08
C -1.12543 2.32676 1.96877 0.01 0.05 0.08
C -0.74254 3.41499 2.74200 -0.03 -0.08 -0.01
C -0.14526 3.21710 3.98039 0.01 0.03 0.04
C 0.06311 1.92851 4.45878 -0.01 -0.01 -0.02
C -0.32811 0.83617 3.70017 0.04 0.08 0.04
C -1.75561 -1.70796 2.67337 -0.23 -0.04 -0.07
C -3.07527 -1.93282 3.07191 0.00 0.03 -0.14
C -3.35228 -2.87546 4.05008 0.00 -0.02 0.02
C -2.32065 -3.59273 4.63766 0.04 -0.02 0.04
C -1.00351 -3.37008 4.25034 -0.03 -0.05 -0.01
C -0.72366 -2.43901 3.26529 0.08 0.01 0.04
C -1.55548 -0.79538 -3.11732 -0.06 -0.09 -0.16
C -2.23524 -1.26236 -4.23523 0.07 0.12 -0.06
C -2.01110 -0.61597 -5.44246 -0.02 -0.02 -0.03
C -1.12484 0.45466 -5.51774 0.00 0.00 0.03
C -0.43304 0.88021 -4.39182 0.02 -0.01 -0.09
C -0.63921 0.24124 -3.17270 -0.01 0.08 -0.07
P 0.31258 0.72035 -1.71427 0.53 -0.51 -0.04
C 2.02696 0.73767 -2.31402 0.06 0.10 0.09
C 2.68554 -0.49180 -2.43340 0.02 0.06 -0.07
C 3.96982 -0.55832 -2.94953 -0.03 0.09 0.01
C 4.61616 0.60741 -3.35066 -0.02 -0.04 0.00
C 3.96489 1.82823 -3.25614 -0.04 0.01 0.01
C 2.67551 1.89735 -2.74091 -0.05 0.00 -0.06
C -0.24922 2.37648 -1.32494 -0.03 0.08 0.06
C -1.56926 2.70678 -1.64846 -0.06 0.03 0.06
C -2.06736 3.96297 -1.33673 -0.02 -0.05 -0.02
C -1.25240 4.89829 -0.71281 0.01 0.07 0.01
C 0.05978 4.57648 -0.38750 0.02 -0.03 -0.04
C 0.56048 3.31733 -0.68083 -0.06 0.08 -0.09
H -4.37255 -0.72622 -2.44999 0.02 0.00 0.03
H -6.13685 0.64073 -1.39771 0.02 0.00 0.02
H -5.77985 1.59934 0.85691 0.03 -0.02 -0.01
H -3.68816 1.17586 2.07050 0.00 -0.02 0.00
H -1.59237 2.49618 1.00748 -0.04 -0.01 -0.01
H -0.92449 4.41943 2.38164 0.00 -0.04 0.02
H 0.13768 4.06953 4.58579 0.00 -0.03 -0.02
H 0.50561 1.77590 5.43545 -0.01 0.00 -0.05
H -0.19257 -0.16225 4.09587 0.00 0.08 0.01
H -3.89552 -1.38648 2.62355 0.04 0.00 -0.01
H -4.37638 -3.04637 4.35568 0.03 0.00 -0.02
H -2.54219 -4.32718 5.40144 0.01 0.02 -0.02
H -0.19960 -3.92732 4.71426 -0.02 0.02 -0.01
H 0.30597 -2.26796 2.96817 0.01 -0.02 -0.03
H -2.90530 -2.10941 -4.16012 0.02 0.02 0.02
H -2.52777 -0.95236 -6.33210 0.02 0.01 0.02
H -0.95726 0.94927 -6.46595 -0.01 -0.02 0.03
H 0.27798 1.69524 -4.47008 -0.03 -0.04 0.00
H 2.17835 -1.41476 -2.17381 -0.06 -0.03 0.06
H 4.46071 -1.51647 -3.06240 -0.01 0.01 0.00
H 5.61727 0.56016 -3.75992 -0.03 -0.01 0.01
H 4.45133 2.73183 -3.60345 -0.03 -0.05 0.04
H 2.17327 2.85441 -2.71749 -0.02 0.04 0.07
H -2.20848 1.99025 -2.15196 0.02 0.05 0.00
H -3.08618 4.21867 -1.59876 0.03 -0.01 0.00
H -1.63630 5.88734 -0.49420 0.01 -0.04 0.00
H 0.69640 5.31300 0.08732 -0.01 -0.03 -0.03
H 1.58726 3.08669 -0.43370 0.04 0.00 -0.04